C41H41IrN3P2S2 | ωB97M-V/def2-TZVPD

XYZ file:
```
90
Properties=species:S:1:pos:R:3:forces:R:3
Ir 0.0390 0.1347 0.1134 0.29 -0.27 -1.08
C -0.4691 3.1420 0.6860 0.08 0.16 -0.03
N 0.4544 2.2970 -0.1478 -0.44 -0.28 0.38
C 1.8592 2.4286 0.3493 0.17 0.04 -0.09
C 2.6951 1.2996 -0.2042 -0.01 0.13 0.05
N 2.1990 0.0106 0.3621 -0.23 -0.12 0.03
C 2.7995 -1.1140 -0.4067 0.05 -0.01 -0.05
C 2.6031 -0.1052 1.7859 -0.01 0.04 0.05
C 3.9254 -0.4191 2.0973 -0.06 0.08 0.00
C 4.3262 -0.5251 3.4153 0.02 0.00 0.00
C 3.4034 -0.3028 4.4329 0.04 0.00 0.02
C 2.0995 0.0230 4.1268 -0.02 0.03 -0.06
C 1.6750 0.1225 2.7958 0.06 0.01 -0.07
S 0.0149 0.5375 2.4500 -0.30 -0.26 0.01
C 0.4069 2.6985 -1.5697 0.00 -0.07 -0.06
C 0.4897 4.0511 -1.8913 0.06 -0.06 -0.02
C 0.4648 4.4630 -3.2098 -0.01 0.03 0.01
C 0.3791 3.5153 -4.2229 0.02 0.02 -0.03
C 0.3247 2.1732 -3.9104 0.01 -0.02 0.05
C 0.3396 1.7429 -2.5793 0.00 0.07 0.08
S 0.3164 0.0227 -2.2418 -0.14 -0.04 -0.03
H -0.9050 3.9281 0.0795 0.01 0.03 0.00
H 0.0773 3.5880 1.5130 -0.02 0.00 0.00
H -1.2624 2.5334 1.1030 0.04 0.00 0.03
H 1.8310 2.3880 1.4373 0.01 -0.06 -0.01
H 2.2840 3.3898 0.0503 -0.10 0.03 -0.04
H 3.7485 1.4435 0.0480 -0.01 -0.07 0.07
H 2.6054 1.2367 -1.2892 -0.01 0.03 0.00
H 3.8581 -0.9265 -0.5874 0.03 -0.03 0.03
H 2.2979 -1.2026 -1.3658 0.06 0.06 0.01
H 2.6954 -2.0300 0.1710 -0.01 0.04 -0.01
H 4.6530 -0.5766 1.3139 0.02 -0.02 -0.02
H 5.3519 -0.7763 3.6470 0.00 0.00 0.00
H 3.7080 -0.3862 5.4677 0.00 0.01 0.01
H 1.3767 0.2038 4.9122 -0.01 -0.03 0.00
H 0.5857 4.7915 -1.1074 -0.02 0.02 0.01
H 0.5138 5.5172 -3.4446 0.03 0.00 -0.01
H 0.3663 3.8276 -5.2587 -0.02 0.00 0.00
H 0.2712 1.4272 -4.6931 -0.02 0.00 -0.01
C -2.8035 -2.3878 -1.8578 -0.12 -0.30 0.25
N -2.1506 -1.7429 -0.7102 0.02 0.11 -0.69
P -2.3541 -0.0673 -0.3445 1.07 -0.32 -1.07
C -3.9872 -0.0956 0.4491 0.29 0.46 0.45
C -4.1053 -0.2051 1.8331 0.07 0.23 0.14
C -5.3537 -0.3464 2.4181 -0.03 0.00 -0.01
C -6.4925 -0.3676 1.6248 0.04 0.00 0.01
C -6.3820 -0.2154 0.2498 -0.01 -0.02 -0.02
C -5.1365 -0.0664 -0.3404 -0.03 -0.05 -0.02
C -2.7128 0.9699 -1.8048 -0.28 -0.07 0.12
C -2.8990 2.3112 -1.4782 -0.08 0.01 0.01
C -3.2095 3.2478 -2.4520 0.03 0.01 -0.01
C -3.3588 2.8462 -3.7694 -0.01 -0.01 0.00
C -3.1884 1.5102 -4.1023 0.00 0.02 -0.03
C -2.8633 0.5758 -3.1311 0.09 -0.10 -0.01
P -0.6082 -2.1583 -0.1298 -0.79 0.79 2.97
C -0.2756 -3.9162 -0.4552 0.47 0.39 -1.06
C 0.9738 -4.3480 -0.8797 -0.04 -0.01 -0.13
C 1.2221 -5.7083 -1.0158 0.02 -0.01 0.03
C 0.2177 -6.6218 -0.7467 0.03 -0.01 0.00
C -1.0316 -6.1848 -0.3193 -0.04 0.00 0.01
C -1.2833 -4.8349 -0.1599 0.05 0.00 -0.07
C -0.8280 -2.4913 1.6693 -0.22 -0.49 -0.09
C -2.0634 -2.5638 2.2933 0.00 -0.05 -0.15
C -2.1471 -2.8698 3.6460 0.04 0.02 0.04
C -0.9958 -3.1208 4.3751 -0.02 0.01 -0.01
C 0.2413 -3.0915 3.7419 0.02 0.04 0.01
C 0.3239 -2.7825 2.3962 -0.03 -0.01 0.03
H -3.7494 -1.8874 -2.0576 0.00 -0.02 0.02
H -3.0210 -3.4319 -1.6428 -0.01 -0.01 0.03
H -2.1759 -2.3438 -2.7496 -0.02 0.00 0.01
H -3.2239 -0.1519 2.4635 0.00 -0.07 -0.07
H -5.4359 -0.4328 3.4933 0.00 0.02 0.01
H -7.4675 -0.4831 2.0790 -0.01 0.01 0.00
H -7.2686 -0.2002 -0.3698 -0.01 -0.01 0.01
H -5.0722 0.0845 -1.4103 0.03 0.00 0.00
H -2.8195 2.6332 -0.4472 -0.04 0.00 0.01
H -3.3380 4.2868 -2.1783 -0.02 0.00 0.00
H -3.6117 3.5688 -4.5336 0.01 0.01 -0.01
H -3.3091 1.1880 -5.1282 0.01 0.00 -0.01
H -2.7103 -0.4506 -3.4275 0.00 0.09 0.01
H 1.7532 -3.6315 -1.1045 -0.03 -0.03 -0.06
H 2.1969 -6.0485 -1.3381 0.00 0.00 -0.01
H 0.4045 -7.6805 -0.8660 0.00 0.00 0.01
H -1.8104 -6.9024 -0.0986 0.00 0.00 0.00
H -2.2432 -4.4997 0.2093 -0.01 -0.01 0.03
H -2.9657 -2.3867 1.7193 0.06 -0.09 0.06
H -3.1157 -2.9219 4.1271 -0.01 0.02 0.00
H -1.0596 -3.3482 5.4307 0.00 -0.03 0.00
H 1.1444 -3.3029 4.2999 0.00 0.00 0.00
H 1.2987 -2.7672 1.9169 -0.02 0.02 0.01
```
Forces are in eV/Å.

Summary:
- Largest force on an atom: 0.0618 hartree/bohr
- Net charge: +1
- Kohn-Sham gap: 7.117 eV
- Spin multiplicity: 1
- E_LUMO: -2.7 eV

=====

C41H42Cl2N8 | ωB97M-V/def2-TZVPD

XYZ file:
```
93
Properties=species:S:1:pos:R:3:forces:R:3
C 3.3777 1.9007 -2.8203 0.48 0.96 0.21
C 2.7868 2.5667 -3.8708 -1.07 -0.95 -0.54
C 2.0602 1.7955 -4.7732 0.72 -0.17 -0.19
N 2.0067 0.4618 -4.7940 0.57 0.14 1.04
C 2.6511 -0.1469 -3.7705 0.00 -0.01 -0.33
C 3.3058 0.5194 -2.7341 -0.28 0.42 -0.62
H 3.9410 2.5089 -2.1199 -0.04 -0.32 0.31
H 2.7008 3.6243 -4.0450 0.55 0.27 0.49
H 1.6298 2.3345 -5.5915 -0.64 -0.05 -0.49
H 2.6836 -1.2321 -3.8357 -0.07 0.19 0.24
H 3.7599 0.0324 -1.8882 0.04 -0.48 -0.05
C -1.3537 -3.4253 3.2770 0.97 0.74 1.80
C -0.3971 -2.6248 2.6722 -0.36 0.54 -0.43
C 0.1800 -3.1311 1.5318 1.47 0.59 -1.49
N 0.0336 -4.3444 1.0169 -0.63 -0.64 0.78
C -0.8006 -5.1518 1.7007 0.82 0.19 -1.24
C -1.5016 -4.7144 2.8102 0.57 0.17 -1.21
H -1.7379 -3.0583 4.2487 -0.41 -0.41 -0.90
H -0.1280 -1.5878 2.9431 -0.46 -0.79 0.19
H 0.8633 -2.5123 0.9336 -0.23 -0.01 0.39
H -0.8653 -6.1703 1.2565 -0.29 0.72 0.72
H -2.1624 -5.4157 3.1766 -1.44 -1.10 1.34
C -2.0329 2.2115 5.8692 -0.24 0.29 -0.81
C -1.9801 1.1376 6.7262 0.60 0.46 -0.75
C -1.9625 -0.0968 6.1173 -0.89 -1.85 0.28
N -2.1892 -0.3515 4.8234 0.66 1.01 0.33
C -2.2930 0.7334 4.0444 -0.70 -0.95 -0.64
C -2.2295 2.0174 4.5002 0.49 0.22 1.76
H -1.9248 3.2288 6.1854 -0.12 0.35 0.52
H -1.8670 1.2990 7.7748 0.10 -0.25 0.53
H -1.8930 -1.0177 6.6997 0.14 0.32 0.19
H -2.5284 0.5276 3.0155 0.09 0.03 -0.39
H -2.3199 2.9036 3.9289 -0.13 0.34 -1.00
C 3.8261 -4.7726 0.9068 0.68 -0.71 0.33
C 3.4252 -4.5501 -0.4016 -0.45 0.19 -0.26
C 3.3503 -3.2323 -0.8564 -0.28 -0.16 0.32
N 3.5276 -2.1823 -0.0261 -0.16 -0.97 -0.96
C 3.8473 -2.4684 1.2272 0.55 1.40 1.00
C 4.1133 -3.7209 1.7611 -0.45 -0.25 -0.47
H 4.0177 -5.7728 1.2956 -0.37 0.02 -0.32
H 3.0775 -5.3634 -1.0475 0.47 0.29 0.20
H 3.0815 -3.0498 -1.9065 0.09 0.16 0.55
H 3.9285 -1.5619 1.8402 0.10 -0.39 0.10
H 4.4654 -3.9347 2.7802 -0.27 0.51 -0.54
C -1.7968 2.9139 -3.5942 -0.33 -0.48 -0.69
C -1.0543 2.7149 -2.4560 1.03 1.09 0.82
C 0.0757 3.5154 -2.2275 0.30 0.80 -0.60
N 0.4745 4.5001 -3.0713 -0.90 -1.15 -0.17
C -0.2251 4.5733 -4.2106 0.16 -0.05 -0.83
C -1.3410 3.7956 -4.5540 0.69 0.58 0.63
H -2.6829 2.3280 -3.8013 -0.06 -0.10 0.16
H -1.3282 2.0586 -1.6626 -0.30 -0.60 0.04
H 0.7525 3.4041 -1.3716 -0.65 -0.20 -0.12
H 0.1750 5.2258 -4.9927 -0.12 0.19 0.44
H -1.8161 3.9094 -5.5214 0.02 0.03 0.14
C -1.4610 -2.1206 -2.1952 1.67 -0.54 -1.53
C -1.3184 -3.4693 -1.8940 -0.14 1.38 0.23
C -0.1795 -4.1226 -2.3593 0.30 -1.24 0.72
N 0.6867 -3.6296 -3.2406 -1.29 0.47 0.01
C 0.3531 -2.4082 -3.6682 1.42 1.10 -0.76
C -0.5684 -1.5472 -3.1034 -0.59 -1.79 0.33
H -2.2288 -1.4933 -1.8768 -1.34 0.54 1.01
H -2.0877 -3.8224 -1.2315 0.29 -0.96 0.22
H 0.1211 -5.1080 -1.9847 -0.53 0.25 0.01
H 0.9575 -2.0313 -4.4909 -0.09 -0.05 0.06
H -0.6968 -0.5459 -3.4247 0.17 0.77 -0.35
C -5.8375 2.0537 -0.8680 -0.05 -0.68 0.67
C -6.0346 1.1224 0.1393 -0.43 0.41 0.38
C -5.2233 1.1871 1.2498 1.04 1.19 0.12
N -4.1927 2.0709 1.4080 -0.93 -0.29 -0.73
C -4.0014 2.9351 0.4021 -0.81 -1.21 0.22
C -4.8056 2.9342 -0.7434 1.14 1.25 -0.22
H -6.5375 2.0785 -1.6606 -0.34 0.14 -0.93
H -6.9233 0.5015 0.1367 0.27 -0.23 -0.03
H -5.4286 0.6062 2.1152 -0.03 -0.71 0.51
H -3.1971 3.6303 0.5404 0.30 0.34 -0.15
H -4.5912 3.6760 -1.5122 -0.15 -0.14 0.13
C 1.0009 2.2908 1.2276 0.32 0.95 0.20
C 1.7411 1.2845 0.6425 -0.98 0.54 0.24
C 1.0513 0.2823 0.0287 -1.39 -1.27 -0.76
N -0.2990 0.1659 -0.0644 1.08 1.23 0.55
C -0.9455 1.1868 0.5193 -1.73 -1.32 -0.45
C -0.3807 2.2504 1.1520 0.70 0.09 1.03
H 1.4913 3.1380 1.6919 0.06 -0.08 0.19
H 2.7946 1.2309 0.6329 0.96 0.21 0.02
H 1.6157 -0.5041 -0.4195 0.24 -0.59 -0.33
H -2.0503 1.1603 0.5233 0.64 -0.33 -0.19
H -1.0236 2.8819 1.7526 0.13 0.41 -0.35
Cl 5.0679 3.5121 1.5100 0.05 -1.27 0.58
C 5.3272 1.6619 1.6501 -1.48 1.62 -0.31
Cl 5.4789 1.0867 0.0384 0.51 -0.72 -0.88
H 6.2160 1.5185 2.2228 0.34 -0.16 0.35
H 4.4022 1.2035 2.0350 0.66 0.50 0.36
```
Forces are in eV/Å.

Summary:
- Largest force on an atom: 0.0453 hartree/bohr
- SMILES string: c1ccncc1.c1ccncc1.c1ccncc1.c1ccncc1.c1ccncc1.c1ccncc1.c1ccncc1.c1ccncc1.ClCCl
- Kohn-Sham gap: 9.294 eV
- Spin multiplicity: 1
- Energy above the lowest of the compared OMol25 structures with the same formula, charge and spin: 31.49 kcal/mol
- E_LUMO: 0.5 eV